Entry from the Open Molecules 2025 dataset: an isolated molecule of C6H12BrCl2NO in a non-equilibrium geometry (ωB97M-V/def2-TZVPD).

Summary:
- DFT total energy (eV) = -105039.7285
- highest occupied orbital energy (eV) = -9.0
- LUMO energy (eV) = 0.70

ORCA input file:
```
! wB97M-V def2-TZVPD RIJCOSX def2/J DEFGRID3
* xyz 0 1
Cl -3.4450 -0.3791 -0.9208
Cl 3.0106 -0.9825 2.1644
Br 2.0430 4.5464 2.2974
O 0.6199 1.2594 0.2884
N 0.2480 -0.0467 0.7376
C -1.6609 -0.3198 -0.7431
C 2.6071 -0.8526 0.4750
C 1.2645 3.4813 0.8942
C 1.0282 2.0793 1.3890
C -1.1943 -0.3391 0.6836
C 1.1308 -1.1590 0.3228
H -1.2781 0.5732 -1.2066
H -1.2823 -1.1486 -1.2952
H 3.1842 -1.6084 -0.0978
H 2.8175 0.1343 0.0732
H 1.8999 3.4654 0.0390
H 0.3217 3.9325 0.5639
H 0.2335 2.1020 2.1416
H 1.9598 1.6672 1.7960
H -1.7522 0.4666 1.1798
H -1.4126 -1.2926 1.1932
H 0.9163 -1.3791 -0.7435
H 0.9113 -2.0291 0.9388
*
```